# 1
{
  "formula": "C4H13NOS",
  "method": "ωB97M-V/def2-TZVPD",
  "gap_ev": 8.704,
  "lumo_ev": 0.64,
  "smiles": "CSCCCN.O",
  "homo_energy_ev": -8.06,
  "species": ["C", "C", "C", "S", "C", "N", "H", "H", "H", "H", "H", "H", "H", "H", "H", "H", "H", "H", "H", "O"],
  "xyz": [[-0.624741, -1.561680, 1.066828], [-1.044991, -0.468296, 0.063834], [-0.813935, 0.973930, 0.572682], [0.647617, 1.168813, 1.395512], [1.700951, 1.113710, -0.264615], [-1.121458, -1.219687, 2.447413], [-1.281627, -2.360854, 0.591450], [0.404445, -1.813540, 1.251839], [-0.431626, -0.601890, -0.865274], [-2.212616, -0.470694, -0.010816], [-0.846244, 1.809036, -0.250710], [-1.740498, 1.229350, 1.272997], [1.137103, 0.485512, -0.890758], [2.816208, 0.697737, -0.279723], [1.871664, 2.213117, -0.433683], [-2.101800, -1.544524, 2.667711], [-0.461814, -1.736492, 3.084599], [1.225177, 1.209638, -3.215443], [1.809337, 0.512583, -4.431948], [1.068845, 0.364231, -3.771896]],
  "forces_ev_per_a": [[-3.6, -0.1, 0.2], [-0.4, 1.4, 0.1], [-4.0, 1.4, -1.0], [4.0, 0.1, 0.1], [2.8, 1.4, 2.6], [0.1, -1.4, 0.7], [1.5, -0.2, 1.0], [0.4, 0.0, -1.0], [-1.3, -0.2, 0.4], [2.2, -0.7, -0.7], [-0.3, -1.8, 1.1], [2.2, -0.3, -1.1], [-0.6, 0.0, -1.2], [-2.5, 0.5, 0.8], [-0.8, -1.2, -0.7], [1.6, 0.3, -0.6], [-1.4, 0.9, -0.5], [-0.7, -2.1, -1.0], [-1.3, -0.6, 0.9], [2.0, 2.7, 0.2]]
}

# 2
{
  "formula": "C33H30BiN9O5S3",
  "method": "ωB97M-V/def2-TZVPD",
  "gap_ev": 6.980,
  "lumo_ev": -0.33,
  "homo_energy_ev": -7.31,
  "species": ["Bi", "N", "C", "S", "N", "N", "C", "C", "C", "C", "C", "C", "N", "H", "H", "H", "H", "H", "H", "H", "C", "O", "C", "C", "C", "C", "C", "C", "N", "N", "C", "C", "O", "C", "C", "C", "C", "C", "C", "C", "C", "H", "H", "H", "H", "H", "H", "H", "H", "H", "H", "H", "H", "H", "O", "C", "N", "S", "O", "O", "C", "C", "C", "C", "C", "C", "H", "H", "H", "H", "C", "N", "C", "N", "S", "H", "H", "H", "H", "H", "H"],
  "xyz": [[0.320431, 1.009423, -0.655754], [3.026018, 4.839670, -1.174424], [2.469727, 3.600180, -1.240529], [0.816987, 3.507359, -1.741061], [3.302135, 2.625656, -0.930818], [2.749254, 1.393943, -0.865648], [3.534759, 0.399463, -0.784982], [3.001803, -0.959692, -0.647727], [3.857308, -2.051405, -0.669374], [3.329114, -3.326721, -0.547044], [1.964786, -3.477408, -0.371419], [1.174316, -2.341472, -0.339777], [1.678068, -1.115901, -0.496774], [2.530988, 5.595998, -1.608781], [4.028273, 4.889410, -1.094398], [4.610748, 0.547325, -0.802769], [4.921608, -1.889721, -0.787237], [3.979075, -4.191417, -0.585817], [1.509820, -4.453020, -0.261566], [0.106797, -2.415933, -0.167548], [-2.614287, 3.646364, -1.209917], [-2.250895, 2.273106, -1.318655], [-3.185914, 1.355334, -0.943704], [-4.413055, 1.671838, -0.380968], [-5.298684, 0.654971, -0.049253], [-4.969441, -0.672961, -0.271132], [-3.739017, -0.988043, -0.823997], [-2.846277, 0.017566, -1.162951], [-1.552467, -0.228877, -1.719991], [-1.480704, -1.295945, -2.383104], [-0.337455, -1.648586, -3.042971], [0.739237, -0.761388, -3.298238], [0.869082, 0.410178, -2.794553], [1.754775, -1.194023, -4.221684], [1.762673, -2.440637, -4.736148], [0.748155, -3.398243, -4.413955], [0.808599, -4.720504, -4.893261], [-0.155146, -5.633787, -4.555084], [-1.220871, -5.239827, -3.729836], [-1.303895, -3.953310, -3.255330], [-0.318310, -2.998243, -3.585560], [-3.531987, 3.838650, -1.766812], [-1.796942, 4.212311, -1.642517], [-2.737362, 3.933972, -0.164711], [-4.680931, 2.701749, -0.193897], [-6.249111, 0.910139, 0.404427], [-5.653065, -1.463430, 0.010575], [-3.437988, -2.016351, -0.973116], [2.534078, -0.477265, -4.455445], [2.563201, -2.741674, -5.405936], [1.636099, -5.008685, -5.534004], [-0.099247, -6.652570, -4.919056], [-1.983270, -5.959926, -3.459156], [-2.121265, -3.654126, -2.614259], [1.569513, 0.803254, 1.856170], [0.691946, 0.035884, 2.280789], [-0.380530, -0.307888, 1.549455], [-1.405778, -1.288763, 2.342231], [-2.633413, -0.633104, 2.690682], [-1.504740, -2.559583, 1.661230], [-0.393761, -1.426693, 3.801191], [-0.619842, -2.120868, 4.972591], [0.324726, -1.988686, 5.985603], [1.446406, -1.178666, 5.816696], [1.651394, -0.482298, 4.631842], [0.712869, -0.617831, 3.627430], [-1.497828, -2.744844, 5.091805], [0.182426, -2.518251, 6.919389], [2.164453, -1.088906, 6.622914], [2.517221, 0.152435, 4.487014], [-0.294084, 5.905591, 4.085225], [-0.959883, 4.897698, 3.288676], [-0.347825, 4.040599, 2.456802], [0.995117, 4.132996, 2.382740], [-1.208447, 2.919474, 1.557872], [-1.049230, 6.516936, 4.570377], [0.322046, 6.559987, 3.463843], [0.333216, 5.462975, 4.864234], [-1.958828, 4.803946, 3.328641], [1.520951, 4.667648, 3.052068], [1.471580, 3.393444, 1.890134]],
  "forces_ev_per_a": [[0.2, 0.3, -0.2], [-0.1, -0.1, 0.0], [0.2, -0.1, -0.1], [0.2, 0.1, 0.2], [0.0, 0.1, 0.1], [-0.3, 0.2, 0.0], [0.1, -0.3, 0.0], [-0.1, 0.0, 0.0], [0.1, 0.0, 0.0], [0.0, 0.0, 0.0], [0.1, -0.1, 0.0], [-0.1, 0.2, 0.0], [0.1, -0.1, 0.1], [0.0, 0.1, 0.0], [0.0, 0.0, 0.0], [0.0, 0.0, 0.0], [0.0, 0.0, 0.0], [0.0, 0.0, 0.0], [0.0, 0.1, 0.0], [0.0, 0.1, 0.0], [-0.1, 0.1, -0.1], [0.0, 0.1, 0.0], [0.0, -0.1, 0.1], [-0.1, 0.1, 0.0], [0.0, 0.0, 0.0], [0.0, 0.0, 0.0], [0.1, -0.1, 0.0], [0.1, 0.0, 0.0], [-0.2, -0.3, 0.0], [-0.1, -0.1, -0.1], [0.2, -0.1, -0.1], [-0.1, -0.3, -0.1], [-0.2, 0.2, 0.3], [0.1, 0.0, 0.0], [0.0, -0.1, -0.1], [0.0, 0.0, 0.0], [0.0, 0.0, 0.0], [-0.1, -0.1, 0.0], [0.0, 0.0, 0.0], [0.0, 0.1, 0.0], [0.0, 0.1, 0.1], [0.0, 0.0, -0.1], [0.0, 0.0, 0.0], [0.0, 0.0, -0.1], [0.0, 0.0, 0.0], [0.0, 0.0, 0.0], [0.0, 0.0, 0.0], [0.0, 0.0, 0.0], [-0.1, 0.0, 0.0], [0.0, 0.0, 0.0], [0.0, 0.0, 0.0], [0.0, 0.0, 0.0], [0.0, 0.0, 0.0], [0.0, 0.0, 0.0], [0.1, 0.1, 0.0], [-0.3, 0.0, -0.3], [-0.1, -0.2, 0.1], [0.1, -0.1, 0.1], [0.0, 0.0, -0.1], [0.1, 0.1, 0.0], [0.0, 0.0, 0.0], [0.0, 0.0, -0.1], [0.0, 0.0, 0.0], [0.0, 0.0, 0.0], [0.1, 0.0, 0.0], [0.0, 0.0, 0.0], [0.1, 0.0, 0.0], [0.0, 0.0, 0.0], [0.0, 0.0, 0.0], [0.0, 0.0, 0.0], [0.0, 0.0, 0.0], [-0.1, 0.1, 0.0], [0.4, -0.2, -0.1], [0.0, -0.1, 0.0], [0.0, 0.0, 0.4], [0.0, 0.0, 0.0], [0.0, 0.0, 0.0], [0.0, 0.0, 0.0], [0.0, 0.0, 0.0], [0.0, 0.0, 0.0], [0.0, 0.0, 0.0]]
}

# 3
{
  "formula": "C41H80Br2I2N3O5Si2",
  "method": "ωB97M-V/def2-TZVPD",
  "gap_ev": [8.185, 9.126],
  "lumo_ev": [0.02, 0.02],
  "spin_multiplicity": 4,
  "homo_energy_ev": [-8.17, -9.11],
  "s2": 3.762,
  "species": ["C", "C", "Si", "C", "C", "C", "C", "C", "O", "C", "O", "Si", "C", "Br", "C", "C", "Br", "C", "I", "C", "C", "I", "H", "H", "H", "H", "H", "H", "H", "H", "H", "H", "H", "H", "H", "H", "H", "H", "H", "H", "H", "H", "H", "H", "H", "H", "H", "H", "C", "C", "C", "C", "C", "C", "N", "O", "C", "C", "C", "H", "H", "H", "H", "H", "H", "H", "H", "H", "H", "H", "H", "H", "H", "H", "H", "H", "H", "C", "C", "C", "C", "C", "C", "N", "O", "C", "C", "C", "H", "H", "H", "H", "H", "H", "H", "H", "H", "H", "H", "H", "H", "H", "H", "H", "H", "H", "C", "C", "C", "C", "C", "C", "N", "O", "C", "C", "C", "H", "H", "H", "H", "H", "H", "H", "H", "H", "H", "H", "H", "H", "H", "H", "H", "H", "H"],
  "xyz": [[0.978462, -2.454322, -2.732331], [0.152293, -1.584699, -2.767421], [-0.931752, -0.115949, -2.899663], [0.006300, 1.440569, -2.458540], [1.540502, 1.302959, -2.602418], [2.225960, 1.246538, -1.226696], [2.501537, 2.660015, -0.673569], [3.984171, 2.986185, -0.759408], [4.262705, 4.364341, -0.649090], [4.375425, 4.812565, 0.690699], [-2.267079, -0.430459, -1.955746], [-3.251491, 0.690063, -1.241325], [-3.151979, 2.416644, -2.025139], [-2.441164, 3.799219, -0.848633], [-4.504310, 2.908073, -2.565289], [-5.641188, 3.049154, -1.585493], [-4.988908, 1.760063, -4.061068], [-2.895594, 0.495156, 0.607664], [-4.267761, 1.599359, 1.811333], [-1.399136, 0.510094, 0.994120], [-1.085123, -0.709655, 1.864985], [-0.673386, 2.218541, 2.088552], [1.665141, -3.260734, -2.653238], [-1.349002, -0.020951, -4.313326], [-0.220414, 1.850424, -1.474763], [-0.329460, 2.198546, -3.167002], [1.815016, 0.453890, -3.223471], [1.897109, 2.189106, -3.124977], [1.555387, 0.733229, -0.540782], [3.155955, 0.689030, -1.319284], [1.936639, 3.404956, -1.228064], [2.177982, 2.684081, 0.364749], [4.516391, 2.425428, 0.015297], [4.376964, 2.659040, -1.723519], [4.846778, 5.786855, 0.659394], [3.382815, 4.900743, 1.139982], [4.975400, 4.125391, 1.288890], [-4.643438, 0.237325, -1.400557], [-2.494182, 2.443048, -2.886809], [-4.311627, 3.882303, -3.002405], [-6.479360, 3.515333, -2.099083], [-5.997850, 2.095497, -1.211136], [-5.355565, 3.704978, -0.768866], [-3.207696, -0.531746, 0.783620], [-0.797491, 0.440971, 0.096150], [-0.092886, -0.647582, 2.296780], [-1.209394, -1.620759, 1.282543], [-1.794397, -0.735015, 2.692335], [-1.332761, -8.530819, -5.755912], [-0.400494, -7.962199, -4.675099], [-0.467586, -8.808492, -3.402243], [-1.776085, -8.626614, -2.633694], [-2.008975, -7.150502, -2.311819], [-1.968013, -6.250933, -3.549076], [-0.731465, -6.540221, -4.346783], [0.292972, -5.918226, -3.873639], [-3.248435, -6.441675, -4.383271], [-1.938628, -4.787208, -3.132524], [1.004182, -8.020703, -5.262739], [-1.055592, -9.566588, -5.954554], [-2.383082, -8.536579, -5.487592], [-1.226310, -7.969810, -6.685054], [0.366077, -8.532917, -2.748780], [-0.324360, -9.857367, -3.669701], [-2.613319, -9.034425, -3.206473], [-1.736163, -9.198876, -1.705133], [-2.973124, -7.014592, -1.816939], [-1.241221, -6.818185, -1.606038], [-3.122208, -6.038206, -5.388472], [-4.068876, -5.903996, -3.908616], [-3.571648, -7.476520, -4.461421], [-1.112814, -4.566566, -2.462091], [-2.863953, -4.540362, -2.611137], [-1.851349, -4.133987, -4.001660], [1.092955, -7.357410, -6.123528], [1.204394, -9.040813, -5.592339], [1.764077, -7.741859, -4.537273], [10.961238, 6.635620, -0.379034], [9.827049, 5.975802, 0.420357], [10.304411, 4.677882, 1.075036], [10.500730, 3.540263, 0.074594], [9.220733, 3.302688, -0.726066], [8.703795, 4.563374, -1.421313], [8.630406, 5.693073, -0.436380], [7.564461, 5.613788, 0.284342], [9.602969, 4.905230, -2.624775], [7.309914, 4.323695, -1.987999], [9.437929, 6.981501, 1.497363], [11.806368, 6.815935, 0.286186], [11.337085, 6.041008, -1.203838], [10.636531, 7.597059, -0.778578], [9.566319, 4.366430, 1.820837], [11.232362, 4.877140, 1.614919], [11.338090, 3.761433, -0.592736], [10.770964, 2.627167, 0.608212], [9.383560, 2.532654, -1.483521], [8.444760, 2.925255, -0.052391], [9.433594, 5.929405, -2.958881], [9.360512, 4.239873, -3.452918], [10.664795, 4.772992, -2.433144], [6.598854, 3.996185, -1.237437], [7.370854, 3.548139, -2.752939], [6.914892, 5.229082, -2.450377], [9.015488, 7.882955, 1.052521], [10.331874, 7.260369, 2.056461], [8.712422, 6.573763, 2.196418], [-9.550476, -0.679708, 5.507215], [-8.626199, -0.527976, 6.725134], [-8.293288, 0.945119, 6.971352], [-7.329633, 1.519904, 5.933603], [-6.052791, 0.682619, 5.865958], [-6.320256, -0.801888, 5.606718], [-7.358601, -1.306637, 6.562131], [-6.843406, -1.608457, 7.703372], [-6.733450, -1.015379, 4.140243], [-5.038103, -1.599505, 5.813338], [-9.401638, -1.088756, 7.910887], [-10.454001, -0.091720, 5.671965], [-9.123124, -0.336914, 4.571608], [-9.845683, -1.721899, 5.380067], [-7.843078, 1.045724, 7.963795], [-9.222968, 1.517618, 6.987937], [-7.811873, 1.570139, 4.953341], [-7.076162, 2.547532, 6.200556], [-5.390267, 1.056071, 5.081161], [-5.512501, 0.786264, 6.812069], [-7.187845, -1.996698, 3.997207], [-5.848836, -0.961684, 3.505782], [-7.413939, -0.257561, 3.759953], [-4.610210, -1.440323, 6.799556], [-4.305701, -1.281787, 5.070323], [-5.219283, -2.667717, 5.686173], [-9.575652, -2.158324, 7.790228], [-10.368344, -0.586934, 7.966857], [-8.881137, -0.932027, 8.852116]],
  "forces_ev_per_a": [[0.1, -0.4, 0.2], [-0.2, 0.5, 0.0], [0.0, -0.6, -0.1], [0.2, 0.0, -0.2], [0.0, 0.3, 0.2], [-0.3, 0.4, -0.5], [0.1, -0.6, 0.2], [-0.2, 0.2, -0.1], [0.3, -0.1, 0.1], [-0.4, 0.0, -0.3], [0.3, 0.9, -0.2], [-0.5, -0.5, 0.5], [-0.4, 0.0, -0.2], [0.1, 0.0, 0.0], [0.4, 0.4, 0.3], [-0.4, 0.0, -0.3], [0.0, -0.1, -0.1], [0.5, 0.4, -0.5], [-0.1, -0.1, 0.0], [-0.2, -0.4, 0.7], [-0.3, 0.3, 0.1], [0.1, 0.0, -0.2], [0.1, -0.1, -0.1], [-0.1, 0.0, 0.0], [-0.1, 0.0, 0.1], [-0.2, 0.1, -0.1], [0.0, -0.2, 0.0], [0.2, 0.0, -0.1], [0.1, -0.4, 0.1], [0.1, -0.2, 0.2], [-0.1, 0.1, 0.0], [-0.1, 0.3, 0.1], [0.2, -0.1, 0.0], [0.0, 0.1, -0.1], [0.1, 0.1, 0.1], [0.0, 0.0, 0.2], [0.2, 0.0, 0.0], [0.0, 0.0, 0.0], [0.3, -0.2, 0.0], [-0.1, 0.1, -0.3], [-0.1, 0.1, 0.0], [0.1, -0.1, 0.2], [0.1, 0.0, 0.2], [-0.2, -0.1, 0.0], [0.2, 0.3, -0.1], [0.2, -0.2, -0.1], [0.1, -0.1, -0.1], [0.0, 0.0, 0.1], [-0.1, 0.1, 0.0], [-0.2, -0.5, -0.8], [-0.1, 0.1, 0.3], [0.0, 0.1, -0.1], [0.2, -0.2, 0.1], [-0.8, 0.2, -0.3], [0.6, -0.2, 1.2], [-0.1, 0.2, -0.4], [0.0, -0.1, -0.1], [0.2, 0.2, 0.1], [0.2, 0.1, 0.1], [0.1, 0.0, 0.0], [0.0, 0.0, 0.0], [0.0, 0.0, 0.0], [0.0, 0.1, 0.0], [0.0, 0.0, 0.0], [0.0, 0.0, 0.0], [0.0, 0.0, 0.0], [0.0, 0.0, 0.0], [0.0, 0.0, -0.1], [0.0, 0.0, 0.0], [0.1, 0.1, 0.0], [0.0, 0.0, 0.0], [0.0, 0.0, -0.1], [-0.1, -0.1, 0.0], [0.0, 0.0, 0.0], [0.0, 0.0, 0.0], [-0.1, 0.0, 0.0], [0.0, 0.0, 0.0], [0.0, -0.1, -0.1], [0.7, 0.6, -0.2], [-0.1, -0.3, 0.0], [-0.1, 0.1, 0.0], [0.1, -0.1, 0.3], [0.2, 0.1, -1.0], [-0.3, -1.0, 1.0], [-0.1, 0.4, -0.3], [0.1, 0.1, 0.1], [-0.2, -0.1, 0.1], [-0.2, 0.0, 0.1], [-0.1, 0.0, 0.1], [0.0, 0.0, 0.0], [0.0, 0.0, 0.0], [-0.1, 0.1, 0.0], [0.0, 0.1, 0.0], [0.0, 0.0, 0.0], [0.0, 0.0, 0.0], [0.0, 0.0, 0.0], [0.0, 0.1, 0.0], [0.0, 0.0, 0.0], [-0.1, 0.0, 0.0], [0.0, 0.0, 0.0], [0.0, 0.1, 0.1], [0.1, 0.0, 0.0], [0.0, 0.0, 0.0], [0.0, 0.0, 0.0], [0.0, 0.0, 0.0], [0.0, 0.0, 0.0], [0.1, 0.0, -0.1], [-0.8, -0.1, -0.4], [0.3, 0.2, 0.0], [0.0, -0.1, 0.0], [-0.1, 0.2, 0.2], [0.1, -0.2, -0.9], [0.5, 0.8, 0.9], [-0.1, -0.4, -0.2], [-0.1, 0.0, 0.0], [0.1, -0.1, 0.2], [0.1, 0.0, 0.2], [0.0, 0.0, 0.1], [0.0, 0.0, 0.0], [0.0, 0.0, 0.0], [0.0, -0.1, 0.0], [0.0, 0.0, 0.0], [0.0, 0.0, 0.0], [0.0, 0.0, 0.0], [0.0, 0.0, 0.0], [0.0, -0.1, 0.0], [0.0, 0.0, 0.0], [0.1, 0.0, 0.1], [0.0, 0.0, 0.0], [-0.1, 0.0, 0.0], [0.0, 0.0, 0.0], [0.0, 0.0, 0.0], [0.0, 0.0, 0.0], [0.0, 0.0, -0.1], [0.0, 0.0, 0.0]]
}